The following is a DFT calculation (the ωB97M-V functional and the def2-TZVPD basis) of a cluster of 2 separate species, H8S2Si3 in total in a non-equilibrium geometry.

Calculated values
Expectation value of S²: 2.0045
Relative energy (zero: lowest compared OMol25 entry of this formula, charge and spin): 0.133 eV
Multiplicity: 3

Positions of all 13 atoms, in Å:
Si1 -0.9273 -1.7502 0.7089
Si2 -1.7363 1.6052 -0.6413
Si3 3.1228 0.3441 0.3554
S1 -1.4725 0.3678 1.0867
S2 2.7476 0.5905 -1.6006
H1 -0.4305 -1.8969 -0.6891
H2 -2.2399 -2.5715 0.5702
H3 0.3031 -2.1581 1.4142
H4 -3.2566 1.8264 -0.7838
H5 -1.6104 0.5838 -1.8620
H6 -0.6479 2.6319 -0.8076
H7 3.1382 -0.9852 1.0201
H8 3.0097 1.4122 1.2291

=====

The following is a DFT calculation (the ωB97M-V functional and the def2-TZVPD basis) of a cluster of 2 separate species, C3H7N2O2P in total in a non-equilibrium geometry.

Calculated values
Relative energy (zero: lowest compared OMol25 entry of this formula, charge and spin): 0.303 eV
Multiplicity: 1

Positions of all 15 atoms, in Å:
N1 -1.7944 1.0179 0.7674
P1 -1.6504 -0.3500 -0.1956
O1 -0.6790 -1.1817 0.5317
O2 -3.1836 -0.7470 -0.4443
H1 -2.2098 1.8558 0.4103
H2 -0.7908 1.2920 1.0291
H3 -1.5592 -0.0144 -1.5751
H4 -3.6142 -1.3347 0.1688
C1 2.4310 -1.0336 0.2376
C2 2.5497 0.1386 -0.3878
C3 1.6036 1.0994 -0.1867
N2 0.7133 1.6913 -0.5706
H5 1.5833 -1.2230 0.9298
H6 3.1718 -1.8347 0.0991
H7 3.4287 0.6241 -0.8135